A 4-piece molecular cluster, C36H75BBrN8O11P2 overall at a distorted geometry, computed with the ωB97M-V functional and the def2-TZVPD basis.

The total energy comes out at -5963.56289 Eh. The charge is +1. As for the multiplicity: 1.

Structure (XYZ):
```
134
Properties=species:S:1:pos:R:3:forces:R:3
C -0.12724 -1.71100 4.48865 -0.066 0.579 -0.085
C 0.26315 -0.79824 3.36359 -0.044 0.368 -0.082
C 0.94818 -1.24142 2.23799 -0.139 0.101 -0.001
C 1.31790 -0.37824 1.21192 -0.294 0.097 0.354
C 1.01083 0.97542 1.29662 -0.240 -0.712 0.145
C 1.46724 1.88836 0.18025 0.715 0.251 0.540
C 0.64718 3.10568 0.04694 -0.309 0.547 0.110
N -0.58732 3.08838 -0.34075 0.056 -1.265 0.785
P -1.59963 1.71473 -0.89959 -1.825 0.607 -1.018
C -2.08589 0.65935 0.49621 1.287 -0.541 0.156
C -0.59600 0.70820 -2.04023 0.532 0.379 0.547
C -1.24301 4.41911 -0.38185 -0.385 -0.013 -1.019
N -1.22138 4.84544 -1.78468 0.612 -0.143 0.181
B -2.78383 4.45540 0.13455 -0.116 -0.126 0.543
O -3.54843 5.48432 -0.39547 0.746 -0.014 0.337
N -3.35859 3.50824 1.09184 -0.175 0.374 -0.310
C -4.58784 2.96597 0.44981 -0.004 -0.185 0.140
C -3.72937 4.13243 2.37811 0.088 -0.693 -0.084
C -0.25586 5.22684 0.48666 -0.357 1.166 0.119
N -0.63745 5.23750 1.87291 0.610 -0.277 0.112
O -0.30843 6.56586 0.02379 -0.604 -0.567 -0.213
N 0.60748 7.42707 0.74304 0.499 0.402 0.137
O 0.45662 8.51479 0.40432 -0.001 -0.120 0.040
C 1.09628 4.51637 0.26732 0.230 -0.396 -0.772
C 2.32304 4.79290 1.14545 -0.182 0.428 0.252
C 2.21409 4.52172 2.63115 -0.237 0.714 -0.113
O 2.37905 3.44259 3.06041 0.051 -1.234 0.512
Br 1.91373 5.97637 3.86887 0.166 0.133 -0.273
P 1.82516 4.97768 -1.44445 0.621 0.396 -0.200
O 2.13286 6.40994 -1.55993 -0.164 0.273 0.035
C 0.31048 1.42142 2.41451 0.104 -0.066 -0.078
C -0.06796 0.55931 3.43546 0.389 0.088 -0.707
H -1.21095 -1.75453 4.54489 -0.180 -0.309 -0.002
H 0.30089 -2.69931 4.39764 -0.001 -0.211 -0.026
H 0.19335 -1.25460 5.41981 0.161 -0.126 0.244
H 1.18885 -2.29094 2.16683 0.132 -0.144 -0.107
H 1.85051 -0.78136 0.36519 -0.061 -0.024 -0.189
H 2.47950 2.21140 0.42219 0.182 -0.037 -0.071
H 1.52767 1.35218 -0.76196 -0.130 -0.085 -0.145
H -1.30930 -0.06999 0.72501 0.015 -0.068 0.067
H -2.25217 1.25222 1.38121 -0.310 0.219 0.090
H -2.97146 0.10420 0.21282 -0.356 0.168 -0.218
H -1.28477 0.35143 -2.79527 -0.173 -0.271 -0.064
H 0.09364 1.37358 -2.55382 0.103 0.082 -0.163
H -0.03698 -0.10260 -1.58018 -0.007 -0.211 0.010
H -1.99414 4.41701 -2.27532 -0.112 0.086 -0.144
H -1.30874 5.85244 -1.83708 -0.154 0.047 -0.030
H -3.56700 6.21860 0.23085 -0.478 0.217 -0.225
H -5.48172 3.48449 0.78775 -0.103 0.205 -0.028
H -4.56078 3.03104 -0.63383 0.068 0.001 -0.166
H -4.70863 1.91424 0.69584 0.055 -0.164 0.120
H -2.86234 4.22562 3.02322 0.086 0.289 0.101
H -4.40562 3.45548 2.88936 -0.112 -0.113 0.127
H -4.26533 5.07864 2.27033 0.062 0.205 -0.008
H -1.34389 5.92794 2.07302 -0.117 0.026 0.048
H -0.87237 4.32919 2.24790 -0.139 0.000 0.007
H 2.68915 5.80222 0.98657 -0.173 0.204 -0.136
H 3.09970 4.11541 0.80425 0.250 -0.083 0.086
H 1.01630 4.41327 -2.43474 0.024 -0.183 0.156
H 3.00738 4.20382 -1.42200 -0.236 -0.318 0.056
H 0.05507 2.46817 2.48715 -0.070 0.111 0.145
H -0.61535 0.97478 4.26560 -0.067 -0.109 0.274
C -5.52799 -3.10826 -4.40858 0.080 0.052 -0.042
O -5.29411 -2.05700 -5.32521 -0.105 -0.063 0.150
C -6.43478 -1.67484 -6.08863 0.092 0.106 -0.253
C -6.94336 -0.30988 -5.67817 0.000 -0.027 0.234
N -7.53485 -0.33836 -4.34574 0.175 0.125 -0.037
C -7.81827 0.97383 -3.77126 -0.060 -0.232 0.076
C -6.65601 1.93500 -3.54785 -0.152 0.240 -0.009
O -5.74250 1.53342 -2.53626 0.095 -0.023 -0.057
C -4.75207 0.61098 -2.94570 -0.085 0.040 0.233
H -4.55894 -3.44615 -4.04398 0.019 0.025 -0.020
H -6.12620 -2.78274 -3.54986 -0.065 -0.064 -0.017
H -6.03053 -3.95107 -4.89004 -0.029 -0.015 0.024
H -7.22435 -2.42758 -6.01944 -0.019 0.008 0.105
H -6.11545 -1.62136 -7.13252 -0.006 -0.034 -0.001
H -7.70122 0.01714 -6.39536 -0.003 0.025 -0.004
H -6.09584 0.38611 -5.74267 -0.004 0.015 -0.137
H -6.91396 -0.83612 -3.72255 -0.020 -0.056 0.012
H -8.29326 0.80136 -2.80240 -0.031 0.056 -0.005
H -8.56046 1.47359 -4.40077 0.030 0.032 -0.037
H -7.08105 2.87912 -3.19862 0.019 -0.008 0.030
H -6.11666 2.16453 -4.47391 0.050 -0.121 -0.014
H -4.44734 0.76809 -3.98349 -0.035 -0.045 -0.035
H -5.08356 -0.42215 -2.81250 0.044 -0.039 -0.144
H -3.88643 0.76875 -2.29882 0.024 0.021 -0.015
C 4.43177 1.03835 3.30788 -0.053 -0.130 0.054
O 3.86110 -0.17332 2.84753 0.189 0.139 0.011
C 4.55240 -0.78890 1.76989 -0.142 -0.145 -0.118
C 5.24130 -2.06453 2.20406 0.106 0.068 0.205
N 6.36529 -1.78808 3.08557 -0.146 -0.073 0.045
C 6.92827 -2.96334 3.74928 0.092 0.186 -0.014
C 6.03224 -3.77257 4.68151 0.106 -0.201 0.007
O 5.66762 -3.10678 5.87466 -0.077 0.060 -0.067
C 4.56170 -2.23250 5.77664 0.096 -0.007 0.178
H 3.71350 1.50558 3.97616 -0.041 -0.034 -0.005
H 5.36361 0.87398 3.85871 0.062 0.032 -0.087
H 4.62669 1.72164 2.47457 0.050 0.031 0.009
H 5.26234 -0.09475 1.30874 0.074 0.010 0.087
H 3.80010 -1.04987 1.01641 0.128 0.006 0.029
H 5.60796 -2.58927 1.31607 -0.002 -0.031 -0.005
H 4.48153 -2.69918 2.68116 -0.072 -0.042 -0.111
H 6.07260 -1.12923 3.79440 0.001 0.028 0.013
H 7.78236 -2.61745 4.33533 0.027 -0.047 -0.007
H 7.32472 -3.63463 2.98100 -0.040 -0.031 -0.013
H 6.60867 -4.64464 4.99896 -0.003 0.004 0.015
H 5.14019 -4.16218 4.17481 -0.048 0.110 -0.026
H 3.82132 -2.59121 5.05561 0.009 0.024 -0.065
H 4.87094 -1.21768 5.50912 -0.088 0.011 -0.102
H 4.09327 -2.18343 6.75983 0.016 -0.037 0.004
C 5.08585 -6.21908 -1.68191 -0.002 0.039 -0.100
O 4.09259 -6.15355 -2.68696 0.025 0.014 0.199
C 3.05042 -7.11312 -2.55519 -0.082 -0.054 -0.264
C 1.74478 -6.45684 -2.16111 0.059 0.115 0.162
N 1.79290 -5.95136 -0.79382 -0.029 0.163 -0.146
C 0.68054 -5.08541 -0.42027 0.180 -0.114 0.131
C 0.47617 -3.78576 -1.19210 -0.285 0.031 0.064
O 1.48558 -2.81011 -0.98226 0.088 0.047 -0.094
C 2.65448 -2.96360 -1.77387 0.024 0.144 0.144
H 5.91590 -5.59130 -2.00140 -0.020 0.012 -0.031
H 4.72251 -5.84711 -0.71659 0.016 -0.079 0.045
H 5.45254 -7.24055 -1.55179 0.001 -0.007 0.041
H 3.32591 -7.90106 -1.84918 0.004 0.060 0.088
H 2.91726 -7.57611 -3.53630 0.023 -0.024 0.012
H 0.93878 -7.19199 -2.23890 -0.021 0.010 -0.001
H 1.54754 -5.66116 -2.89213 -0.043 -0.079 -0.097
H 2.65671 -5.44259 -0.66301 0.047 -0.041 0.023
H 0.82182 -4.82214 0.63178 -0.068 0.008 0.011
H -0.24443 -5.66763 -0.47716 -0.022 0.016 -0.050
H -0.44802 -3.33441 -0.81841 0.020 0.024 0.014
H 0.32589 -3.95077 -2.26506 0.133 -0.051 -0.018
H 2.42851 -3.37561 -2.75921 0.005 -0.067 0.007
H 3.39758 -3.59053 -1.27612 0.010 -0.088 -0.102
H 3.09728 -1.97424 -1.90464 -0.041 0.016 -0.006
```
Positions in Å, forces in eV/Å.

A 6-piece molecular cluster, C36H75FN8O9P2 overall at a distorted geometry, computed with the ωB97M-V functional and the def2-TZVPD basis.

As for the SMILES: CC[C@H](C)N(CCCCCN)C[C@@H](O[C@](F)(CN)Cc1ccccc1C)PP(=O)(O)O.CN(C)C=O.CN(C)C=O.CN(C)C=O.CN(C)C=O.CN(C)C=O. The total energy comes out at -3314.53800 Eh. The charge is 0. As for the multiplicity: 1.

Structure (XYZ):
```
131
Properties=species:S:1:pos:R:3:forces:R:3
C 3.92968 -0.83635 1.08162 -0.143 -0.385 0.090
C 2.69853 -0.03122 1.53123 0.965 0.254 -0.514
C 3.12370 1.42202 1.78702 0.043 -0.321 0.304
C 4.00392 1.52717 3.06953 0.481 0.029 -0.585
N 1.99420 2.35496 1.72238 -0.030 -0.201 0.431
C 2.48265 3.70024 1.43290 0.312 0.176 -1.072
C 2.64778 3.91461 -0.08447 -0.271 0.055 0.309
C 1.31913 3.83136 -0.84711 -0.015 0.409 -0.472
C 1.45330 3.46955 -2.34442 0.190 0.442 0.210
C 2.76195 3.93817 -3.02474 -0.073 -0.632 -0.362
N 3.74263 2.85262 -3.23389 -0.243 0.266 -0.003
C 1.13704 2.30816 2.90496 0.211 0.605 0.146
C -0.30447 2.80748 2.59046 0.445 -0.328 0.891
O -1.18029 1.84410 3.16813 -0.038 0.541 -1.332
C -2.55792 2.02142 2.89984 -0.854 -1.037 1.831
F -2.76796 2.75688 1.77492 0.141 0.195 -0.097
C -3.22413 2.70227 4.14680 0.574 -0.305 0.296
N -2.62252 2.11873 5.37869 -0.580 0.323 -0.003
C -3.16962 0.59389 2.75272 -0.007 0.392 -0.767
C -4.06038 0.36983 1.53520 0.532 -0.523 -0.259
C -3.60763 -0.58523 0.62284 0.298 -0.231 -0.425
C -4.32273 -0.92171 -0.51147 -1.097 -0.104 -0.812
C -5.56736 -0.33160 -0.79374 0.771 0.408 1.039
C -5.99969 0.63174 0.11089 -0.128 -0.268 -0.187
C -5.27646 0.97644 1.25432 -0.721 0.663 0.129
C -5.88476 2.02453 2.15835 0.213 -0.186 0.335
P -0.39802 4.52335 3.37571 0.932 0.498 -0.143
P -1.74187 5.72173 2.17944 -1.154 -0.382 -1.381
O -1.62341 5.32020 0.77212 0.581 -0.319 0.050
O -3.28417 5.67260 2.65130 0.515 0.593 0.557
O -1.36433 7.28397 2.32099 -0.088 -0.294 0.788
H 3.65018 -1.83921 0.74562 -0.088 0.075 0.018
H 4.44951 -0.35518 0.24929 -0.013 0.050 0.092
H 4.63844 -0.98462 1.90200 0.041 0.161 -0.078
H 1.98801 -0.01214 0.70180 -0.294 -0.170 0.317
H 2.31074 -0.50688 2.43195 -0.398 0.114 -0.100
H 3.77295 1.67401 0.94473 -0.169 0.119 -0.035
H 5.01473 1.83762 2.78608 -0.063 0.028 0.101
H 3.65405 2.26197 3.79358 -0.161 -0.179 0.041
H 4.13073 0.54361 3.52661 -0.233 0.140 0.251
H 3.47060 3.88915 1.88266 -0.191 -0.019 0.297
H 1.80895 4.48491 1.78203 -0.119 -0.271 0.224
H 3.40204 3.23168 -0.48584 -0.081 -0.060 0.082
H 3.05214 4.92624 -0.20542 0.134 -0.129 -0.076
H 0.61483 3.13715 -0.38675 0.198 -0.044 0.103
H 0.84422 4.81719 -0.78502 -0.049 -0.108 0.108
H 0.61565 3.90580 -2.89699 -0.094 -0.133 0.169
H 1.38125 2.38358 -2.45832 0.041 0.048 -0.081
H 2.52787 4.30936 -4.02722 -0.001 0.082 0.100
H 3.24922 4.76057 -2.49803 -0.080 -0.056 0.087
H 4.00101 2.43441 -2.34551 0.162 0.083 -0.034
H 3.24438 2.12565 -3.73856 0.210 -0.079 -0.041
H 1.08122 1.30909 3.33957 -0.085 -0.082 -0.342
H 1.58089 2.95199 3.68476 -0.155 -0.186 0.130
H -0.36989 2.87378 1.50324 -0.410 0.210 0.102
H -4.28676 2.48047 4.18007 -0.081 0.256 -0.501
H -3.08854 3.78118 4.13155 -0.011 -0.102 -0.090
H -2.65133 2.81518 6.11746 0.140 0.041 -0.105
H -3.27322 1.41145 5.70744 0.262 -0.163 0.036
H -2.32889 -0.08652 2.62545 -0.104 -0.062 0.220
H -3.70951 0.33194 3.66568 0.099 0.005 0.031
H -2.66692 -1.11342 0.76624 -0.176 0.216 0.261
H -3.96614 -1.67981 -1.20114 0.234 0.012 0.179
H -6.19141 -0.57162 -1.64471 0.244 -0.181 -0.078
H -6.95687 1.11622 -0.05543 0.067 0.042 0.024
H -6.12295 1.58810 3.13754 0.020 0.072 -0.053
H -5.18865 2.84499 2.33006 -0.096 0.065 -0.093
H -6.81048 2.43931 1.76020 0.070 -0.093 -0.118
H -0.96009 4.29932 4.65006 -0.318 -0.046 -0.283
H -3.55904 6.49245 3.08450 -0.104 -0.059 -0.052
H -0.66992 7.46310 1.67310 -0.041 0.119 -0.003
C 0.20379 -4.11958 4.62497 -0.040 0.564 0.133
N -0.38327 -3.20436 3.65803 -0.014 -0.177 0.087
C -0.06910 -1.79037 3.74428 -0.143 -0.059 -0.120
C -1.20877 -3.61921 2.68663 -0.093 -0.085 -0.091
O -1.72642 -2.89738 1.84914 0.122 0.030 0.096
H -0.11015 -3.82632 5.63143 -0.020 -0.113 0.017
H 1.28877 -4.07711 4.55635 -0.246 -0.076 0.101
H -0.12243 -5.13861 4.43277 0.015 0.011 -0.078
H -0.98212 -1.21332 3.89430 0.080 0.085 0.038
H 0.39466 -1.45811 2.81571 -0.031 0.095 0.005
H 0.61018 -1.61518 4.57594 0.001 -0.054 0.004
H -1.38967 -4.70658 2.70965 0.023 -0.005 0.009
C -2.99275 -4.10320 -4.77514 -0.043 0.188 -0.026
N -4.16766 -3.26405 -4.91185 0.048 -0.169 0.012
C -4.01410 -1.91527 -5.43324 -0.377 -0.156 0.180
C -5.39882 -3.70128 -4.56686 0.161 -0.126 0.222
O -6.42523 -3.05377 -4.65343 0.038 0.206 -0.144
H -2.27706 -3.63094 -4.09832 0.054 -0.075 -0.010
H -2.52066 -4.24223 -5.75027 0.061 -0.080 0.044
H -3.26936 -5.07720 -4.37711 -0.056 0.002 -0.047
H -4.36582 -1.20782 -4.68114 -0.013 0.155 -0.162
H -4.61828 -1.81284 -6.33596 0.021 0.199 0.017
H -2.97238 -1.70715 -5.66328 0.029 -0.140 0.032
H -5.39516 -4.73458 -4.18363 0.095 -0.010 -0.036
C 6.21493 -6.24237 3.83060 -0.049 0.233 -0.076
N 5.01492 -5.44016 3.69530 0.107 -0.077 0.034
C 5.12518 -4.07574 3.20549 -0.191 -0.058 0.030
C 3.79741 -5.91420 4.00673 -0.086 -0.065 0.013
O 2.76000 -5.28041 3.91171 0.438 -0.204 -0.119
H 6.90512 -5.76290 4.52746 0.063 -0.084 -0.008
H 6.70405 -6.34439 2.86002 0.069 -0.065 0.044
H 5.96633 -7.23282 4.20592 -0.048 0.013 0.000
H 4.73601 -3.38185 3.95150 0.016 0.062 -0.051
H 4.53702 -3.96284 2.29500 0.016 0.095 -0.013
H 6.16602 -3.84060 2.99794 0.013 -0.057 0.017
H 3.81502 -6.95605 4.36646 0.020 0.000 -0.007
C 8.91703 5.40561 -2.75067 -0.262 0.014 -0.021
N 7.73662 4.62025 -2.45556 0.143 0.038 -0.024
C 6.42266 5.19632 -2.69868 -0.035 -0.272 0.051
C 7.81366 3.36968 -1.95893 0.010 -0.064 0.075
O 6.86008 2.66865 -1.68081 -0.029 0.069 0.035
H 8.91166 6.32268 -2.15736 0.100 0.026 -0.041
H 8.93289 5.66926 -3.81037 0.101 0.050 0.015
H 9.81599 4.83924 -2.51531 -0.025 -0.034 0.012
H 5.86060 5.21844 -1.76322 -0.095 0.041 -0.058
H 5.87498 4.57803 -3.41164 -0.108 0.032 0.065
H 6.52421 6.20720 -3.08680 0.097 -0.006 0.019
H 8.85324 3.02790 -1.81253 0.016 0.028 -0.035
C -6.93917 -7.00696 -8.86513 0.016 0.198 0.160
N -6.28224 -6.63753 -7.62823 -0.034 -0.082 -0.143
C -6.46885 -5.29946 -7.09067 0.116 -0.207 0.091
C -5.49599 -7.48991 -6.94670 0.064 -0.072 0.021
O -4.92110 -7.22146 -5.90719 -0.013 0.084 -0.012
H -6.60966 -6.34877 -9.67183 -0.060 -0.058 -0.069
H -8.02138 -6.91535 -8.75255 -0.011 -0.038 -0.101
H -6.69798 -8.03501 -9.12832 0.027 -0.004 0.039
H -5.49925 -4.80696 -7.00744 -0.063 0.106 0.028
H -6.90712 -5.36513 -6.09631 -0.030 0.151 -0.012
H -7.12010 -4.71918 -7.73894 -0.010 -0.055 -0.032
H -5.41070 -8.48067 -7.42476 -0.023 0.006 -0.013
```
Positions in Å, forces in eV/Å.

Across the entries above, lowest unoccupied orbital energy takes the values -3.746, 0.525 eV, respectively.
Across the entries above, highest occupied orbital energy takes the values -0.3782, -0.3020 Eh, respectively.
Across the entries above, orbital gap takes the values 6.545, 8.744 eV, respectively.